The following is a DFT calculation (ωB97M-V/def2-TZVPD) of a molecular structure, C59H111F24N9O18S8.

```
229
Properties=species:S:1:pos:R:3:forces:R:3
C -2.72588 -12.45079 27.74709 -0.6 -0.9 0.4
C -1.59883 -11.53608 27.35374 -0.4 1.3 -0.7
O -1.66640 -11.05675 26.17789 0.5 -0.4 0.0
O -0.79784 -11.17546 28.24837 0.4 -0.3 0.0
H -3.63265 -11.85868 27.87060 0.0 0.3 0.3
H -2.50853 -12.98549 28.67173 -0.1 0.1 0.1
H -3.05228 -13.19315 27.01876 0.5 0.0 -0.3
C -7.91771 -14.91352 28.85626 -0.3 -0.1 0.2
C -7.19654 -13.77047 29.60813 0.1 -0.4 -1.6
C -7.73133 -13.36921 30.95484 -1.8 0.0 0.4
C -9.28076 -13.07897 30.94493 0.5 -0.5 1.8
N -9.80441 -12.74083 32.40560 0.1 -0.4 0.3
C -11.31428 -12.34615 32.33270 0.2 0.8 0.0
C -11.40768 -10.82396 32.69793 0.2 -1.5 -0.3
C -10.22304 -10.61798 33.59745 1.0 0.8 0.8
C -9.10998 -11.51409 33.09405 0.1 -0.4 -1.4
C -9.61545 -13.88634 33.47049 -1.6 -1.0 -0.1
C -10.29357 -15.27613 33.10214 0.9 2.2 -1.3
C -10.37333 -16.34351 34.14608 -0.3 -0.5 0.7
H -7.51326 -15.15860 27.87419 0.7 0.1 0.2
H -8.93179 -14.63680 28.56786 -0.3 0.1 0.4
H -7.93767 -15.84701 29.41868 -0.1 0.0 0.1
H -7.24002 -12.96065 28.87984 0.3 0.5 0.2
H -6.15115 -14.04647 29.74635 0.1 0.1 -0.1
H -7.26481 -12.47292 31.36363 0.3 0.0 -0.3
H -7.46433 -14.17524 31.63831 -0.4 -0.1 0.3
H -9.94117 -13.89739 30.65830 0.5 -0.3 -0.1
H -9.55602 -12.26111 30.27902 0.2 0.4 0.3
H -11.89440 -12.93945 33.03949 0.4 0.0 0.2
H -11.77731 -12.52927 31.36308 0.6 -0.3 -0.2
H -12.38080 -10.67976 33.16734 0.1 0.4 0.0
H -11.29188 -10.17665 31.82863 -0.3 -0.2 -0.2
H -10.40391 -10.74418 34.66491 -0.2 -0.3 -0.1
H -9.83168 -9.60404 33.51460 -0.2 0.1 0.1
H -8.35770 -11.84853 33.80842 -0.4 -0.1 0.1
H -8.52662 -11.03855 32.30561 -0.2 0.2 -0.1
H -10.14675 -13.43575 34.30881 0.0 -0.2 0.2
H -8.60070 -14.04993 33.83329 0.3 0.5 -0.8
H -9.72411 -15.67461 32.26247 0.1 0.0 -0.1
H -11.25925 -15.00756 32.67385 -0.3 -0.3 0.2
H -9.41828 -16.56920 34.62048 0.1 0.1 -0.1
H -10.70714 -17.26302 33.66527 0.1 0.0 0.0
H -11.10370 -16.15994 34.93410 0.1 0.3 0.1
C 0.21431 -12.04201 33.23496 1.1 -0.4 0.5
C 0.14843 -11.11344 32.03060 -0.1 0.2 0.6
C -0.97810 -10.12359 32.24516 -1.7 -0.5 -1.5
C -1.01558 -9.13834 31.09564 0.4 0.3 0.9
N -2.31325 -8.35178 30.92650 2.0 1.0 -0.4
C -1.92568 -7.32471 29.83907 -0.9 0.8 -0.6
C -1.96118 -5.92602 30.47102 0.7 0.3 -0.5
C -2.83338 -6.08010 31.65139 -1.7 -0.1 0.9
C -2.50718 -7.45107 32.21343 -0.7 -0.7 -0.6
C -3.48493 -9.26936 30.43903 0.1 1.2 1.5
C -4.81155 -8.42637 30.26443 0.9 -1.6 0.7
C -5.93460 -9.39865 29.76125 0.7 1.1 -0.4
H 0.73869 -11.56569 34.06337 -0.4 0.6 0.2
H 0.88355 -12.89792 33.14748 -0.3 -0.3 -0.7
H -0.74843 -12.39002 33.60928 0.0 0.1 -0.3
H -0.00931 -11.58889 31.06252 -0.1 -0.3 0.1
H 1.07391 -10.54546 31.93573 0.4 0.0 0.0
H -1.01666 -9.65256 33.22737 0.2 0.0 -0.1
H -1.93179 -10.63325 32.10807 0.1 -0.6 0.7
H -0.79208 -9.53912 30.10695 0.0 -0.5 0.2
H -0.22820 -8.44817 31.39862 -0.1 0.8 -0.7
H -2.68925 -7.45346 29.07194 0.2 0.3 -0.2
H -0.94156 -7.47026 29.39363 -0.2 -0.7 0.2
H -2.25965 -5.09060 29.83770 -0.4 -0.5 -0.4
H -0.96985 -5.59739 30.78303 0.3 -0.4 0.1
H -3.89002 -6.09300 31.38406 -0.1 0.0 -0.4
H -2.80499 -5.22520 32.32700 0.5 -0.3 0.4
H -3.28666 -7.93583 32.80124 0.1 0.1 0.2
H -1.56205 -7.43260 32.75611 -0.1 -0.3 -0.1
H -3.53310 -10.01764 31.23015 -0.7 0.3 0.3
H -3.13579 -9.87830 29.60513 0.2 0.7 -0.6
H -4.59162 -7.53973 29.66979 -0.4 -0.4 -0.7
H -5.01544 -7.97768 31.23665 -0.3 -0.5 0.1
H -5.57247 -9.80546 28.81708 -0.1 -0.3 -0.1
H -6.86703 -8.88340 29.53062 0.1 0.2 0.1
H -6.17378 -10.21249 30.44576 0.4 0.1 0.2
C 1.93031 -13.17939 22.51038 0.1 0.5 0.7
C 1.86398 -12.54689 23.93389 0.6 -1.0 1.4
C 2.31012 -13.51371 25.14691 -0.5 -0.2 -1.9
C 2.11620 -12.88781 26.50099 -0.5 -0.7 1.3
N 2.50834 -13.73485 27.73272 0.0 1.0 0.6
C 2.28611 -12.84059 28.98182 -1.2 -0.4 0.7
C 3.05819 -13.49390 30.13759 -0.9 0.9 -0.3
C 4.12305 -14.28401 29.42027 0.7 -0.8 0.1
C 3.99201 -13.93389 27.94913 0.1 -1.1 -1.1
C 1.69366 -15.10429 27.87227 0.0 1.3 0.3
C 0.17881 -14.97893 27.75146 -0.7 -0.1 -0.9
C -0.57154 -16.30912 27.96159 0.2 -0.2 1.0
H 1.86458 -12.40650 21.74459 -0.3 0.2 0.1
H 1.13062 -13.89946 22.33689 0.0 0.0 0.1
H 2.88244 -13.65953 22.28450 0.1 -0.2 0.4
H 0.86108 -12.23981 24.23050 -0.3 0.1 -0.4
H 2.49586 -11.66582 24.04598 0.1 0.2 -0.4
H 3.31425 -13.88909 24.94964 0.3 0.3 0.2
H 1.68809 -14.39879 25.01337 -0.2 -0.1 0.4
H 1.06781 -12.72854 26.75320 -0.2 0.4 -0.6
H 2.61466 -11.92669 26.62696 0.2 -0.1 -0.1
H 1.22823 -12.76464 29.23330 -0.1 0.0 -0.5
H 2.64364 -11.82197 28.83119 0.1 -0.2 -0.7
H 2.35283 -14.05188 30.75341 0.4 -0.4 0.0
H 3.46145 -12.70169 30.76838 0.1 -0.1 0.0
H 3.92840 -15.34911 29.54586 0.3 0.0 0.1
H 5.12461 -14.06833 29.79236 0.0 -0.1 -0.1
H 4.34708 -14.71609 27.27817 -0.1 -0.3 0.1
H 4.54291 -13.05479 27.61477 -0.4 0.4 0.3
H 1.94942 -15.45072 28.87361 0.1 -0.2 -0.1
H 2.05165 -15.79904 27.11249 0.3 0.2 0.1
H -0.14639 -14.80831 26.72519 0.7 0.5 -0.5
H -0.29208 -14.13160 28.24982 0.3 -0.1 0.7
H -0.60573 -16.75772 28.95440 0.3 0.6 0.4
H -0.10015 -17.10674 27.38741 -0.3 0.1 -0.6
H -1.61746 -16.13059 27.71203 0.1 -0.3 -0.4
C 0.93700 -8.02261 21.12020 -1.5 0.0 0.1
C 0.64251 -8.46447 22.58078 0.4 0.1 0.0
C 1.04279 -7.36969 23.57071 -0.7 0.4 1.1
N 0.80597 -7.66493 25.11421 0.5 0.1 -0.6
C -0.69088 -7.71015 25.45300 0.7 0.2 -1.2
C 1.43422 -6.57883 26.04214 -0.9 -0.9 -0.1
C 2.04858 -7.39006 27.17425 0.1 1.1 0.6
C 2.10342 -8.85702 26.82303 0.5 -0.7 -0.3
C 1.49496 -9.02119 25.43266 -0.4 0.9 -0.3
H 1.92938 -7.66635 20.84386 0.0 -0.3 0.4
H 0.21726 -7.25306 20.84115 0.2 0.6 0.3
H 0.56553 -8.78707 20.43777 0.7 -0.5 0.0
H 1.18658 -9.37491 22.83213 0.1 -0.1 -0.2
H -0.41018 -8.73568 22.66069 -0.1 0.2 0.0
H 0.50877 -6.43335 23.40882 -0.2 -0.1 -0.2
H 2.09945 -7.14496 23.42559 0.1 -0.1 0.4
H -0.91097 -7.87209 26.50819 0.5 -0.5 -0.1
H -1.07043 -8.48157 24.78297 -0.4 0.0 0.6
H -1.10826 -6.73146 25.21624 0.0 0.0 -0.2
H 0.61642 -5.94689 26.38850 0.0 0.0 -0.1
H 2.17840 -5.92325 25.58991 -0.2 -0.5 -0.7
H 1.50956 -7.26851 28.11382 0.0 0.3 -0.1
H 3.04169 -6.95194 27.27389 0.1 -0.3 0.6
H 1.60541 -9.49225 27.55552 -0.3 0.1 -0.1
H 3.16154 -9.11699 26.85333 -0.1 -0.5 -0.3
H 0.74801 -9.80803 25.32749 -0.2 0.1 0.4
H 2.18444 -9.17504 24.60257 0.4 0.1 0.4
C -2.13222 -14.20271 20.85034 0.5 -0.1 -1.2
C -2.39656 -13.26230 21.98678 -0.7 0.7 0.1
C -3.79202 -12.62384 21.86047 -0.5 0.0 2.0
N -4.19752 -11.68737 23.08708 0.8 2.0 -0.8
C -3.25386 -10.45383 23.26718 1.1 -1.3 -1.0
C -4.23275 -12.37811 24.43468 0.3 -0.4 0.1
C -5.05771 -11.48695 25.34109 -0.5 -0.5 -0.1
C -6.07380 -10.96045 24.36473 -1.7 1.2 0.2
C -5.64964 -11.12596 22.88468 0.6 -1.1 2.1
H -1.28897 -14.85814 21.06816 0.1 0.1 0.1
H -1.88358 -13.66317 19.93646 -0.2 -0.2 -0.2
H -2.97152 -14.87816 20.68465 -0.1 0.1 -0.1
H -1.72211 -12.40806 22.04599 0.7 -0.4 0.1
H -2.29989 -13.96175 22.81715 -0.4 1.0 0.7
H -4.51073 -13.44299 21.88368 -0.3 0.1 0.2
H -4.02804 -12.01763 20.98588 0.6 0.0 -0.1
H -2.31164 -10.81119 23.68264 -0.3 -0.3 0.6
H -3.60008 -9.63913 23.90317 -0.6 -0.4 -0.1
H -2.90402 -10.10053 22.29719 -0.8 0.2 -0.3
H -3.25698 -12.51492 24.90078 0.3 -0.1 -0.8
H -4.69627 -13.32338 24.15235 -0.2 -0.2 0.8
H -4.58281 -10.70639 25.93547 0.8 -0.1 -0.6
H -5.60140 -12.05117 26.09882 0.3 -0.4 -0.1
H -6.28177 -9.91407 24.58818 -0.2 0.0 -0.1
H -6.97088 -11.52844 24.61119 -0.2 0.3 -0.7
H -5.71482 -10.17573 22.35467 0.5 -0.4 -0.3
H -6.26433 -11.91725 22.45559 0.3 0.2 -0.4
C -0.84710 -15.82801 32.47145 1.3 -1.2 1.7
F -1.98520 -15.93342 31.84571 -1.2 0.0 0.3
F 0.04842 -15.53984 31.56573 0.9 1.0 -0.7
F -0.86915 -14.86397 33.43333 -0.4 -0.8 -1.0
S -0.20123 -17.45023 33.34077 -1.5 -2.0 1.4
O 0.90251 -17.02648 34.17673 0.0 0.2 -1.8
O -1.28251 -17.99031 34.17893 0.8 0.6 -2.4
N 0.13782 -18.53806 31.94648 -3.2 2.5 3.4
S 1.63179 -18.46908 31.69890 5.6 -1.7 -0.5
O 2.14310 -17.17121 31.24136 -0.2 -0.6 -0.2
O 2.50589 -19.16682 32.67999 -1.6 1.2 -1.8
C 1.67955 -19.64540 30.09061 0.7 0.7 4.3
F 2.91111 -19.66892 29.58243 -0.3 0.7 -0.9
F 1.43850 -20.89016 30.48012 -0.5 -0.4 -0.2
F 0.73729 -19.21166 29.31299 -0.4 0.1 -1.9
C -7.96469 -14.27117 24.42549 -0.8 -2.2 -1.1
F -7.47194 -13.75354 25.54146 -0.5 0.4 -0.2
F -9.34764 -14.42573 24.48207 2.4 0.8 0.2
F -7.65394 -13.49137 23.36314 -0.4 -0.1 0.8
S -7.25633 -16.03396 24.11670 -4.3 -0.7 -1.4
O -7.66726 -16.79035 25.32715 1.2 1.8 -2.4
O -7.94791 -16.43991 22.85843 2.1 1.2 2.5
N -5.64575 -15.67650 23.89039 -4.8 2.9 -2.3
S -4.98703 -16.72469 24.69338 6.1 -3.8 4.7
O -5.16998 -16.58174 26.12908 0.8 0.3 -0.8
O -5.01035 -18.06785 24.20116 -0.2 -0.1 -0.5
C -3.11393 -16.18991 24.37900 -2.9 -2.5 0.3
F -2.37884 -17.03666 25.10902 0.4 0.3 -0.7
F -2.81138 -16.28866 23.05556 0.4 0.3 0.9
F -2.91179 -14.97983 24.82866 0.8 1.3 0.0
C -0.99570 -2.41702 26.01692 -1.0 0.6 1.7
F -1.87731 -1.93483 25.17008 0.3 -0.4 -0.6
F 0.07200 -2.93354 25.41548 0.0 0.7 -0.1
F -0.70844 -1.38862 26.87601 0.7 -1.2 -1.1
S -1.75506 -3.72160 27.11780 -1.9 -0.2 1.8
O -0.64001 -4.35575 27.79470 -0.1 -0.1 -1.1
O -2.67705 -2.98555 28.00661 1.6 -1.2 -2.0
N -2.53499 -4.80938 26.07087 3.8 1.5 2.2
S -4.04789 -4.61615 26.18226 -6.2 1.1 -1.2
O -4.75007 -4.73994 27.46886 1.6 -0.4 -1.6
O -4.56991 -3.56616 25.28869 1.0 -1.3 1.2
C -4.56958 -6.18121 25.23770 -0.2 0.4 1.4
F -3.90823 -6.35281 24.10915 0.0 0.1 -0.9
F -4.27674 -7.28267 25.98515 -0.6 0.2 -0.1
F -5.90653 -6.11811 24.99491 1.4 -0.4 0.2
C -7.37620 -7.61005 33.01279 -0.8 -1.9 1.1
F -6.44754 -6.80457 32.58745 0.3 0.5 -0.4
F -8.30279 -6.92099 33.70398 0.7 -0.5 -0.4
F -7.99342 -8.21695 31.97672 0.2 0.3 0.1
S -6.57400 -8.94392 34.22480 -0.8 0.4 1.3
O -5.52659 -8.12286 34.80867 -0.4 -0.7 -0.8
O -7.63399 -9.35773 35.16117 1.1 0.3 -2.3
N -5.98822 -10.22563 33.23840 -1.4 2.7 1.0
S -4.82104 -10.81695 34.11271 2.2 -2.9 2.2
O -3.50011 -10.22232 33.98065 -0.9 -0.2 -0.9
O -5.17253 -11.16154 35.48606 -0.1 0.5 -1.3
C -4.72898 -12.59498 33.30981 0.0 1.8 2.0
F -5.87195 -13.21775 33.68605 0.7 -0.2 -0.5
F -4.67990 -12.50071 31.99881 0.1 -0.5 -0.8
F -3.65379 -13.25215 33.78964 -1.1 0.4 -0.6
```
Forces are in eV/Å.

Values from the calculation:
Total charge = 0
DFT total energy = -9743.63998 hartree